Entry i
2 unconnected molecules or ions with the total composition C4H12. Source: the OMol25 dataset; level of theory: ωB97M-V/def2-TZVPD.

Calculated values
Multiplicity: 2
Total charge: -1
HOMO level (alpha / beta) (Eh): 0.0562 / -0.2473
Frontier orbital gap (alpha / beta) (Ha): 0.103 / 0.402
<S²>: 0.750

Positions of all 16 atoms, in Å:
C (1.0684, 1.5262, -0.4843)
C (2.0681, 0.3594, -0.7426)
H (0.6844, 1.6357, 0.7497)
H (1.6488, 2.3563, -0.5272)
H (0.2712, 1.7312, -1.3687)
H (1.9709, -0.3337, 0.0710)
H (3.2212, 0.3746, -0.6884)
H (1.9750, -0.1332, -1.6742)
C (-1.6510, -1.5756, 0.1382)
C (-1.5069, -0.2458, 0.9278)
H (-2.1857, -2.3079, 0.7130)
H (-2.2380, -1.4895, -0.7739)
H (-0.8181, -2.0526, -0.1745)
H (-0.5077, 0.0452, 1.0339)
H (-1.7850, -0.4465, 2.0057)
H (-2.2156, 0.5564, 0.7945)

Charge distribution, Mulliken scheme, values in e:
1. C -2.656
2. C -1.606
3. H 0.445
4. H 1.132
5. H 0.435
6. H 0.278
7. H 0.678
8. H 0.447
9. C -1.419
10. C -0.777
11. H 0.254
12. H 0.385
13. H 0.638
14. H -0.324
15. H 0.438
16. H 0.652

***

Entry ii
2 unconnected molecules or ions with the total composition C4H12. Source: the OMol25 dataset; level of theory: ωB97M-V/def2-TZVPD.

Calculated values
Multiplicity: 2
Total charge: -1
HOMO level (alpha / beta) (Eh): 0.0558 / -0.2717
Frontier orbital gap (alpha / beta) (Ha): 0.103 / 0.433
<S²>: 0.750

Positions of all 16 atoms, in Å:
C (-0.2560, 2.0214, 0.8578)
C (0.9921, 2.7160, 0.2994)
H (-1.0798, 2.7368, 0.9097)
H (-0.4825, 1.1610, 0.2360)
H (-0.0625, 1.8411, 1.9228)
H (1.8714, 2.8504, 0.9609)
H (0.7929, 3.7297, -0.0844)
H (1.5043, 2.2422, -0.5235)
C (-0.1619, -2.7190, 0.0778)
C (-0.6009, -2.0105, -1.2334)
H (0.4631, -3.6065, 0.0063)
H (0.1875, -2.0675, 0.8850)
H (-1.0844, -3.1484, 0.5105)
H (-0.7346, -2.7796, -1.9680)
H (-1.3109, -1.2133, -1.0553)
H (0.3372, -1.4830, -1.5242)

Charge distribution, Mulliken scheme, values in e:
1. C -0.441
2. C -1.539
3. H 0.379
4. H -0.430
5. H 0.488
6. H 0.393
7. H 0.315
8. H 0.580
9. C -1.717
10. C -2.776
11. H 0.547
12. H 0.455
13. H 0.523
14. H 1.103
15. H 0.682
16. H 0.438

***

entry ii takes first place; second place is 0.0590 hartree up.

***

Entry i
2 unconnected molecules or ions with the total composition C4H12. Source: the OMol25 dataset; level of theory: ωB97M-V/def2-TZVPD.

Calculated values
Multiplicity: 2
Total charge: -1
HOMO level (alpha / beta) (Eh): 0.0561 / -0.2811
Frontier orbital gap (alpha / beta) (Ha): 0.102 / 0.443
<S²>: 0.750

Positions of all 16 atoms, in Å:
C (1.0520, 1.0057, 0.9881)
C (1.8725, 1.4349, 2.1963)
H (0.3661, 1.7809, 0.6602)
H (1.6613, 0.8562, 0.0882)
H (0.5654, 0.0349, 1.1030)
H (1.2572, 1.3269, 3.1006)
H (2.0452, 2.5126, 2.1538)
H (2.8030, 0.8787, 2.2929)
C (-0.8327, -1.1465, -1.9997)
C (-2.0840, -1.3411, -1.1579)
H (-0.9814, -0.6359, -2.9435)
H (-0.1176, -0.5409, -1.4507)
H (-0.2988, -2.0570, -2.2730)
H (-3.0014, -1.1445, -1.7013)
H (-2.1677, -2.3379, -0.7296)
H (-2.1390, -0.6271, -0.3274)

Charge distribution, Mulliken scheme, values in e:
1. C -2.545
2. C -0.578
3. H 0.122
4. H 0.401
5. H 0.154
6. H 0.468
7. H 0.361
8. H 0.527
9. C 0.336
10. C -1.329
11. H 0.385
12. H -0.880
13. H 0.360
14. H 0.414
15. H 0.330
16. H 0.475

***

Entry ii
2 unconnected molecules or ions with the total composition C4H12. Source: the OMol25 dataset; level of theory: ωB97M-V/def2-TZVPD.

Calculated values
Multiplicity: 2
Total charge: -1
HOMO level (alpha / beta) (Eh): 0.0558 / -0.2648
Frontier orbital gap (alpha / beta) (Ha): 0.099 / 0.422
<S²>: 0.750

Positions of all 16 atoms, in Å:
C (0.6486, -1.0825, -0.9744)
C (1.4286, -1.3289, -2.2846)
H (1.1090, -0.2952, -0.3763)
H (-0.4140, -0.7115, -1.2979)
H (0.5678, -1.9922, -0.4214)
H (0.9877, -0.6810, -3.0327)
H (1.2555, -2.3561, -2.5542)
H (2.5175, -1.1471, -2.2568)
C (-0.7597, 1.3546, 0.9225)
C (-1.2410, 1.1704, 2.3807)
H (0.2460, 0.9256, 0.8191)
H (-1.5991, 0.6534, 0.4500)
H (-0.6643, 2.3208, 0.4449)
H (-0.7570, 1.8873, 3.0191)
H (-1.0466, 0.0111, 2.6684)
H (-2.2791, 1.2715, 2.4936)

Charge distribution, Mulliken scheme, values in e:
1. C -1.513
2. C -1.309
3. H 0.474
4. H 0.454
5. H 0.323
6. H 0.368
7. H 0.397
8. H 0.394
9. C -2.065
10. C -2.270
11. H 0.153
12. H 0.661
13. H 0.944
14. H 0.891
15. H 0.433
16. H 0.666

***

entry i takes first place; second place is 0.0314 hartree up.

***

Entry i
2 unconnected molecules or ions with the total composition C3H5NOS. Source: the OMol25 dataset; level of theory: ωB97M-V/def2-TZVPD.

Calculated values
SMILES: N=C=O.CC=S
HOMO level (alpha / beta) (Eh): -0.3266 / -0.3266
Frontier orbital gap (alpha / beta) (Ha): 0.313 / 0.313

Positions of all 11 atoms, in Å:
N (2.8550, 2.2228, 1.8436)
C (1.9490, 1.6150, 2.3193)
O (1.1923, 1.0685, 2.9658)
H (3.1760, 2.2881, 0.8401)
C (0.9495, -1.0443, 1.0720)
C (0.4388, 0.1575, 0.3319)
S (-1.0151, 0.8821, 0.5428)
H (1.9595, -0.9072, 1.3698)
H (0.3032, -1.2068, 1.8469)
H (1.1082, -2.0370, 0.4677)
H (1.2473, 0.5686, -0.2631)

Charge distribution, Mulliken scheme, values in e:
1. N -0.534
2. C 0.614
3. O -0.353
4. H 0.304
5. C -0.846
6. C -0.266
7. S -0.173
8. H 0.253
9. H 0.344
10. H 0.299
11. H 0.358

***

Entry ii
C3H5NOS in the gas phase. Source: the OMol25 dataset; level of theory: ωB97M-V/def2-TZVPD.

Calculated values
HOMO level (Eh): -0.3413
Frontier orbital gap (Ha): 0.373

Positions of all 11 atoms, in Å:
C (-0.9642, 0.4910, 0.2322)
C (-0.5971, -0.9363, 0.2259)
C (0.3364, 0.8009, -0.4619)
N (0.5553, -0.6190, -0.6429)
O (3.0566, 0.0592, -0.2877)
S (1.7797, 0.0565, 0.3853)
H (-1.8994, 0.6047, -0.2699)
H (-1.2942, 0.8287, 1.2393)
H (-0.2383, -1.2226, 1.2168)
H (-1.3216, -1.5774, -0.2302)
H (0.5868, 1.5143, -1.4070)

Charge distribution, Mulliken scheme, values in e:
1. C -0.546
2. C -0.365
3. C 0.098
4. N -0.345
5. O -0.529
6. S 0.381
7. H 0.254
8. H 0.227
9. H 0.260
10. H 0.293
11. H 0.273

***

Entry iii
C3H5NOS in the gas phase. Source: the OMol25 dataset; level of theory: ωB97M-V/def2-TZVPD.

Calculated values
SMILES: CC1=NSCO1
HOMO level (Eh): -0.3092
Frontier orbital gap (Ha): 0.339

Positions of all 11 atoms, in Å:
C (-1.6905, -0.4383, -0.1417)
C (-0.2838, -0.3950, 0.0339)
N (0.4024, -1.4991, 0.1965)
S (2.1147, -0.8616, -0.1483)
C (1.6251, 0.8725, 0.1088)
O (0.2229, 0.8082, -0.0938)
H (-1.9869, 0.0269, -1.0049)
H (-2.1228, -1.4634, -0.0183)
H (-2.0520, 0.1040, 0.7390)
H (1.8771, 1.2779, 1.1188)
H (1.8939, 1.5680, -0.7900)

Charge distribution, Mulliken scheme, values in e:
1. C -0.995
2. C 0.734
3. N -0.480
4. S -0.089
5. C -0.229
6. O -0.336
7. H 0.316
8. H 0.302
9. H 0.274
10. H 0.263
11. H 0.238

***

entry i takes first place; second place is 0.0042 hartree up.

***

Entry i
2 unconnected molecules or ions with the total composition C3H5NOS. Source: the OMol25 dataset; level of theory: ωB97M-V/def2-TZVPD.

Calculated values
SMILES: c1cnoc1.S
HOMO level (Eh): -0.3504
Frontier orbital gap (Ha): 0.377

Positions of all 11 atoms, in Å:
C (-1.5633, 0.8479, -0.8820)
C (-1.1018, -0.4401, -0.7527)
N (-0.8905, -0.7092, 0.5006)
O (-1.1747, 0.3251, 1.2256)
C (-1.5997, 1.2911, 0.4363)
H (-1.9765, 1.3236, -1.6939)
H (-0.9596, -1.1398, -1.5101)
H (-1.5621, 2.2508, 0.9029)
S (1.6071, 1.3113, -0.3070)
H (2.4223, 1.5226, -1.4828)
H (2.5371, 0.7712, 0.2748)

Charge distribution, Mulliken scheme, values in e:
1. C -0.221
2. C -0.353
3. N -0.321
4. O -0.088
5. C -0.257
6. H 0.420
7. H 0.426
8. H 0.377
9. S -0.264
10. H 0.163
11. H 0.119

***

Entry ii
2 unconnected molecules or ions with the total composition C3H5NOS. Source: the OMol25 dataset; level of theory: ωB97M-V/def2-TZVPD.

Calculated values
HOMO level (Eh): -0.3090
Frontier orbital gap (Ha): 0.324

Positions of all 11 atoms, in Å:
C (-0.3785, 1.0360, -0.1412)
C (-3.5075, -0.9276, -0.0237)
C (1.7268, -0.1565, 0.1692)
N (0.3046, -0.0102, -0.0937)
O (-0.3857, -1.2239, -0.0558)
S (-3.0619, 0.5177, 0.2341)
H (0.1987, 2.0306, -0.4357)
H (-1.2513, -0.9522, -0.4455)
H (2.0972, 0.6431, 0.8604)
H (2.0357, -1.0591, 0.7753)
H (2.2219, 0.1021, -0.8434)

Charge distribution, Mulliken scheme, values in e:
1. C -0.320
2. C -0.053
3. C -0.835
4. N 0.166
5. O -0.343
6. S -0.008
7. H 0.177
8. H 0.301
9. H 0.303
10. H 0.300
11. H 0.313

***

entry i takes first place; second place is 0.1504 hartree up.

***

Entry i
C3H5NOS in the gas phase. Source: the OMol25 dataset; level of theory: ωB97M-V/def2-TZVPD.

Calculated values
HOMO level (Eh): -0.2958
Frontier orbital gap (Ha): 0.316

Positions of all 11 atoms, in Å:
C (1.0370, 0.1155, 0.5126)
C (0.6239, -2.1746, -0.2465)
C (0.0016, 1.1078, 0.0713)
N (0.8646, -1.0150, -0.0415)
O (-2.1126, -0.3811, 0.7152)
S (-1.4810, 0.1225, -0.4974)
H (2.0606, 0.1648, 0.9689)
H (0.9922, -2.6661, -1.1207)
H (-0.3855, 1.5248, 1.0732)
H (0.4689, 1.9521, -0.6461)
H (-2.0698, 1.2494, -0.7891)

Charge distribution, Mulliken scheme, values in e:
1. C -0.304
2. C -0.236
3. C -0.445
4. N -0.115
5. O -0.542
6. S 0.308
7. H 0.357
8. H 0.234
9. H 0.287
10. H 0.324
11. H 0.132

***

Entry ii
A molecular structure, C3H5NOS. Source: the OMol25 dataset; level of theory: ωB97M-V/def2-TZVPD.

Calculated values
HOMO level (Eh): -0.3473
Frontier orbital gap (Ha): 0.363

Positions of all 11 atoms, in Å:
C (0.0448, -0.1032, 1.1034)
C (-0.1450, 0.7511, -1.7097)
C (0.7193, 0.6080, 0.0826)
N (-0.5415, -1.2950, 0.9682)
O (-0.0338, 0.3882, 2.2005)
S (1.3249, -0.2546, -1.3494)
H (-1.1343, 0.4315, -1.8113)
H (0.0250, 1.6548, -2.0520)
H (1.2151, 1.4594, 0.4314)
H (-0.6063, -1.9564, 0.2175)
H (-0.8681, -1.6838, 1.9189)

Charge distribution, Mulliken scheme, values in e:
1. C 0.520
2. C -0.679
3. C -0.371
4. N -0.395
5. O -0.635
6. S -0.105
7. H 0.328
8. H 0.379
9. H 0.508
10. H 0.185
11. H 0.266

***

Entry iii
2 unconnected molecules or ions with the total composition C3H5NOS. Source: the OMol25 dataset; level of theory: ωB97M-V/def2-TZVPD.

Calculated values
SMILES: c1cscn1.O
HOMO level (Eh): -0.3561
Frontier orbital gap (Ha): 0.380

Positions of all 11 atoms, in Å:
C (2.2044, -1.4466, 0.1862)
C (2.2184, -1.0994, -1.1338)
S (0.6025, -0.6242, -1.6075)
C (0.1945, -0.7454, 0.1166)
N (1.0621, -1.2286, 0.9345)
H (3.1825, -1.6408, 0.7225)
H (3.0355, -1.3200, -1.9310)
H (-0.8593, -0.4611, 0.4067)
O (-2.0344, 2.0252, -0.0982)
H (-1.3553, 1.5287, -0.6322)
H (-1.7948, 1.9966, 0.8226)

Charge distribution, Mulliken scheme, values in e:
1. C -0.329
2. C -0.140
3. S -0.086
4. C -0.020
5. N -0.456
6. H 0.313
7. H 0.320
8. H 0.395
9. O -0.640
10. H 0.314
11. H 0.328

***

entry iii takes first place; second place is 0.0504 hartree up.